A 2-piece molecular cluster, C7H19N5 overall at a distorted geometry. Source: OMol25; level of theory: wB97M-V/def2-TZVPD.

Structure (XYZ):
```
31
Properties=species:S:1:pos:R:3:forces:R:3:nbo_charge:R:1
C 2.186037 2.696996 -1.518601 0.149 -0.024 0.138 -0.497
C 0.901773 2.351220 -1.536936 -0.124 0.333 0.933 0.012
N 0.408250 1.128973 -1.947601 -0.207 -0.789 -0.633 -0.638
C 1.035937 0.384514 -2.927223 0.788 0.160 -0.288 0.273
N 0.816158 -0.808269 -3.308651 -0.568 0.470 0.224 -0.466
C -0.301406 -1.462341 -2.641230 0.331 -0.418 0.659 -0.461
H 2.971896 1.976710 -1.736340 -0.118 0.264 -0.194 0.203
H 2.478398 3.686576 -1.184945 -0.068 -0.181 -0.053 0.215
H 0.132408 2.966659 -1.078185 0.156 0.218 -0.295 0.206
H -0.504498 0.844670 -1.637336 -0.002 0.105 0.134 0.409
H 1.844424 0.961131 -3.393132 -0.164 -0.329 0.034 0.178
H -0.232158 -1.368148 -1.539344 0.051 0.003 -0.401 0.168
H -1.273858 -1.027639 -2.925507 0.185 -0.317 -0.159 0.187
H -0.254533 -2.544838 -2.829442 -0.323 0.438 -0.237 0.211
N -1.787950 -1.152986 3.289562 -0.895 0.002 -0.014 -0.856
C -1.763058 -1.447778 1.851945 0.662 -0.613 0.137 -0.231
C -0.775377 -0.511179 1.164711 0.027 -0.051 -0.702 -0.081
N -1.168475 0.886449 1.315197 0.138 0.227 0.502 -0.847
C 0.655327 -0.743002 1.672257 0.031 -0.221 0.311 -0.227
N 1.707236 0.082329 1.133639 0.224 -0.100 -0.112 -0.829
H -1.060279 -1.672025 3.747570 0.181 -0.126 0.273 0.359
H -2.675746 -1.450616 3.700469 0.460 0.123 -0.135 0.364
H -1.438988 -2.496159 1.673949 -0.368 0.359 -0.152 0.173
H -2.752645 -1.291089 1.420446 -0.030 -0.109 0.075 0.188
H -0.776822 -0.713875 0.084029 -0.108 -0.139 0.285 0.173
H -2.143347 0.994203 1.046411 0.076 -0.030 -0.137 0.349
H -1.183180 1.055580 2.322610 0.027 0.169 -0.130 0.368
H 0.647950 -0.556274 2.748437 0.005 -0.161 0.133 0.184
H 0.963558 -1.796568 1.519997 -0.434 0.330 0.086 0.190
H 1.774191 -0.023652 0.127831 -0.033 0.315 0.073 0.356
H 1.568777 1.050427 1.385411 -0.049 0.089 -0.357 0.367
```
Forces are in eV/Å.

The frontier orbital gap comes out at 0.33667 Eh. The total energy is -15016.47962 eV. The calculation puts the maximum force at 1.03 eV/A. As for the SMILES: C=CN/C=N\C.NCC(N)CN. The value obtained for the energy above the lowest of the compared OMol25 structures with the same formula, charge and spin is 0.0 kJ/mol. The LUMO energy is 0.7 eV.